Record 1
{
  "formula": "C24H40ClF3N4O2Pb",
  "method": "the ωB97M-V functional and the def2-TZVPD basis",
  "elements": ["Pb", "Cl", "C", "C", "N", "H", "N", "H", "C", "C", "C", "H", "H", "H", "H", "H", "H", "C", "H", "H", "H", "C", "C", "H", "H", "C", "H", "C", "H", "H", "H", "H", "H", "C", "H", "C", "N", "H", "N", "H", "C", "C", "C", "H", "H", "H", "H", "H", "H", "C", "H", "H", "H", "C", "C", "H", "H", "C", "H", "C", "H", "H", "H", "H", "H", "C", "H", "C", "F", "C", "F", "F", "C", "O", "O"],
  "coordinates": [[0.777, -0.827, -0.371], [-0.242, 0.545, -2.368], [2.951, -4.519, 0.106], [2.276, -2.585, -0.818], [1.946, -3.871, -0.575], [4.907, -3.690, 0.747], [3.538, -2.472, -0.366], [2.857, -5.539, 0.453], [0.608, -4.445, -0.727], [0.757, -5.877, -1.199], [-0.075, -4.439, 0.644], [1.208, -6.525, -0.444], [-0.243, -6.269, -1.410], [1.345, -5.940, -2.122], [-0.971, -4.326, -2.158], [0.468, -3.398, -2.633], [-0.036, -3.441, 1.111], [-0.168, -3.675, -1.784], [0.423, -5.164, 1.308], [-1.122, -4.742, 0.504], [-0.660, -2.781, -1.379], [3.952, -3.630, 0.250], [4.252, -0.703, 1.135], [5.040, -1.201, 1.717], [4.458, 0.372, 1.130], [4.298, -1.217, -0.315], [4.573, 0.253, -1.844], [5.727, -1.544, -0.723], [5.761, -2.008, -1.716], [3.276, -0.873, 1.621], [3.165, 0.592, -0.817], [6.248, -2.186, -0.015], [6.286, -0.608, -0.783], [3.722, -0.207, -1.324], [3.087, -0.689, -2.074], [-4.176, 3.814, -0.804], [-3.719, 2.666, -0.167], [-3.088, 5.744, -1.035], [-2.128, 4.102, -0.034], [-5.145, 3.898, -1.252], [-4.313, 1.332, -0.268], [-5.806, 1.441, -0.042], [-4.033, 0.749, -1.654], [-6.321, 1.926, -0.881], [-6.202, 0.422, 0.051], [-6.022, 1.972, 0.892], [-4.309, -0.345, 1.045], [-3.554, 1.134, 1.731], [-2.951, 0.633, -1.810], [-3.659, 0.513, 0.834], [-4.462, 1.377, -2.450], [-4.501, -0.243, -1.710], [-2.663, 0.158, 0.543], [-3.168, 4.726, -0.710], [-0.059, 4.125, -1.333], [-0.528, 4.668, -2.161], [0.997, 4.421, -1.297], [-0.718, 4.486, -0.005], [0.921, 3.925, 1.247], [-0.586, 5.969, 0.237], [-1.102, 6.251, 1.162], [-0.108, 3.047, -1.541], [-0.230, 2.581, 0.954], [-0.963, 6.544, -0.618], [0.484, 6.180, 0.354], [-0.128, 3.660, 1.119], [-0.647, 3.901, 2.054], [-2.507, 2.875, 0.348], [0.867, -1.009, 4.787], [0.167, -0.062, 4.116], [-1.098, -0.053, 4.625], [0.737, 1.147, 4.400], [0.104, -0.289, 2.543], [0.764, -1.295, 2.110], [-0.540, 0.537, 1.862]],
  "forces_ev_per_a": [[-1.6, 1.4, 1.2], [-0.4, 0.6, -1.4], [0.1, -0.5, 0.3], [0.6, -1.1, -0.9], [0.4, 0.1, 0.4], [-0.1, -0.2, -0.1], [-0.2, -0.2, 0.2], [0.1, 0.3, -0.1], [-0.1, -0.1, 0.0], [-0.1, -0.6, -0.3], [-0.2, 0.0, 0.0], [0.0, 0.0, 0.0], [0.2, 0.0, 0.1], [-0.1, 0.0, 0.1], [0.0, 0.0, 0.0], [-0.1, 0.0, 0.2], [-0.1, -0.2, -0.3], [-0.6, -0.2, -0.4], [-0.1, 0.1, -0.1], [0.2, 0.1, 0.2], [0.3, -0.1, -0.1], [0.5, 0.0, 0.1], [0.1, 0.2, 0.0], [-0.1, 0.0, 0.1], [0.0, -0.1, 0.1], [-0.3, 0.0, 0.0], [0.1, 0.1, -0.2], [0.5, 0.3, -0.3], [-0.1, 0.1, 0.1], [0.3, 0.1, -0.4], [0.1, -0.5, -0.4], [0.0, -0.1, 0.1], [0.1, -0.1, 0.1], [0.4, 0.4, 0.0], [0.1, 0.2, 0.2], [0.5, 0.5, -0.1], [-0.4, 1.3, -0.5], [-0.2, 0.2, -0.2], [-1.4, 0.2, -0.4], [-0.2, 0.1, -0.1], [0.2, 0.2, 0.2], [-0.5, -0.3, 0.2], [0.1, -0.2, 0.0], [0.0, 0.0, 0.2], [-0.1, 0.2, -0.1], [0.0, 0.0, -0.1], [0.2, -0.1, 0.0], [0.0, -0.3, -0.1], [-0.3, 0.1, 0.0], [-0.2, -0.5, 0.1], [0.1, -0.1, 0.2], [0.1, 0.1, -0.1], [-0.2, 0.2, 0.2], [-0.1, -0.3, -0.3], [0.2, -0.2, -0.2], [0.0, 0.0, 0.0], [-0.1, -0.1, 0.0], [-0.1, -0.5, 0.1], [0.2, 0.0, -0.1], [0.3, 0.3, 0.3], [0.0, 0.1, -0.2], [0.0, 0.2, 0.1], [0.1, 0.4, 0.0], [0.0, 0.0, 0.2], [-0.2, 0.2, 0.0], [0.6, 0.1, 0.5], [0.0, -0.1, -0.1], [1.2, -1.5, 0.3], [-0.4, 0.6, -0.2], [-0.3, 0.1, -1.0], [0.6, 0.1, 0.2], [-0.3, -0.7, 0.2], [0.5, -0.6, -1.4], [-0.6, 1.0, 1.8], [0.6, -0.8, 1.6]],
  "mulliken_charge": [1.35, -0.82, -0.49, -0.56, -0.37, 0.40, -0.15, 0.44, 6.15, -3.06, -2.82, 0.39, 0.64, 0.42, 0.31, 0.47, 0.16, -3.75, 0.33, 0.56, 0.01, -0.77, -2.43, 0.33, 0.40, 4.15, 0.13, -2.26, 0.33, 0.44, 0.13, 0.41, 0.59, -3.01, 0.60, -0.51, 0.54, 0.36, 0.42, 0.35, 2.00, -2.04, -1.46, 0.39, 0.49, 0.42, 0.50, 0.33, 0.06, -1.83, 0.33, 0.44, 0.21, -0.50, -1.41, 0.34, 0.45, 1.94, 0.45, -2.14, 0.41, 0.01, 0.12, 0.45, 0.46, -1.50, 0.37, -0.71, -0.27, 0.73, -0.27, -0.28, 0.27, -0.30, -0.31],
  "homo_energy_ev": [2.704, 2.489],
  "e_lumo_ev": [4.55, 4.53],
  "homo_lumo_gap_ev": [1.844, 2.036],
  "total_charge": -2
}


Record 2
{
  "formula": "C37H39GeN7OSSeTi",
  "method": "the ωB97M-V functional and the def2-TZVPD basis",
  "elements": ["Ti", "C", "C", "C", "C", "C", "N", "C", "O", "N", "C", "C", "C", "C", "N", "C", "C", "C", "H", "H", "H", "H", "H", "H", "H", "H", "H", "H", "H", "H", "H", "N", "C", "C", "C", "C", "C", "C", "C", "N", "C", "C", "N", "C", "H", "H", "H", "H", "H", "H", "H", "S", "C", "N", "C", "C", "C", "C", "C", "C", "C", "C", "H", "H", "H", "H", "H", "C", "Ge", "C", "C", "C", "Se", "C", "H", "H", "H", "H", "H", "H", "H", "H", "H", "H", "H", "H", "H", "H"],
  "coordinates": [[-0.193, 0.943, 0.279], [0.817, -7.929, -2.919], [1.345, -6.525, -2.812], [2.457, -6.119, -3.541], [2.951, -4.824, -3.472], [2.318, -3.898, -2.653], [2.751, -2.557, -2.486], [3.669, -1.881, -3.227], [4.258, -2.284, -4.201], [3.952, -0.577, -2.761], [3.484, 0.101, -1.649], [4.378, 0.791, -0.820], [3.898, 1.436, 0.303], [2.547, 1.409, 0.576], [1.672, 0.786, -0.234], [2.135, 0.142, -1.322], [1.210, -4.291, -1.909], [0.733, -5.586, -1.987], [1.464, -8.537, -3.548], [-0.183, -7.935, -3.357], [0.745, -8.397, -1.936], [2.958, -6.833, -4.183], [3.814, -4.542, -4.051], [2.340, -2.087, -1.699], [4.829, -0.254, -3.140], [5.435, 0.796, -1.051], [4.569, 1.956, 0.973], [2.142, 1.903, 1.449], [1.378, -0.320, -1.946], [0.721, -3.563, -1.268], [-0.133, -5.875, -1.402], [-1.116, 10.924, 4.290], [-0.955, 9.954, 3.697], [-0.769, 8.742, 2.958], [-0.977, 7.511, 3.575], [-0.825, 6.339, 2.859], [-0.459, 6.382, 1.518], [-0.234, 7.610, 0.906], [-0.391, 8.784, 1.618], [-0.314, 5.176, 0.776], [-0.156, 5.066, -0.590], [-0.055, 3.744, -0.866], [-0.139, 3.032, 0.315], [-0.292, 3.922, 1.274], [-1.262, 7.476, 4.617], [-1.009, 5.398, 3.358], [0.076, 7.668, -0.127], [-0.218, 9.735, 1.136], [-0.159, 5.905, -1.260], [0.057, 3.258, -1.819], [-0.383, 3.674, 2.317], [1.403, 0.149, 4.208], [0.400, 0.519, 3.053], [-0.369, 0.825, 2.188], [-1.611, 1.042, -1.147], [-2.813, 1.262, -1.188], [-4.228, 1.458, -1.191], [-4.831, 1.973, -0.036], [-6.207, 2.093, 0.035], [-6.993, 1.712, -1.045], [-6.399, 1.223, -2.200], [-5.023, 1.093, -2.278], [-4.207, 2.277, 0.796], [-6.670, 2.480, 0.933], [-8.069, 1.799, -0.985], [-7.013, 0.935, -3.043], [-4.555, 0.708, -3.175], [2.249, -2.475, 1.186], [0.841, -3.727, 1.779], [0.290, -3.354, 3.627], [1.398, -5.593, 1.526], [-0.752, -3.454, 0.604], [-1.097, -1.639, -0.080], [-2.537, -1.258, 1.178], [2.946, -2.273, 2.000], [1.801, -1.529, 0.880], [2.813, -2.895, 0.349], [1.111, -3.569, 4.311], [-0.560, -3.978, 3.906], [0.011, -2.309, 3.756], [2.211, -5.839, 2.209], [1.739, -5.754, 0.503], [0.564, -6.265, 1.729], [-1.668, -3.724, 1.130], [-0.684, -4.092, -0.276], [-2.161, -1.412, 2.186], [-3.367, -1.929, 0.968], [-2.845, -0.229, 1.046]],
  "forces_ev_per_a": [[-2.2, -0.5, 0.2], [0.0, 0.1, 0.0], [0.0, -0.1, -0.1], [-0.1, 0.0, 0.1], [0.1, 0.1, 0.0], [0.0, -0.1, -0.1], [0.0, -0.2, -0.1], [-0.1, 0.1, 0.0], [-0.1, -0.1, 0.2], [0.1, 0.1, -0.2], [0.1, -0.1, 0.2], [-0.2, 0.0, 0.1], [0.2, 0.0, -0.1], [-0.1, 0.0, -0.1], [3.0, -0.1, -0.6], [-0.2, 0.2, 0.0], [0.1, 0.1, -0.1], [0.0, 0.0, -0.1], [0.0, 0.0, 0.0], [0.0, 0.0, 0.0], [0.0, 0.0, 0.0], [0.0, 0.0, 0.0], [0.0, 0.1, 0.0], [0.1, -0.1, 0.1], [0.0, 0.0, -0.1], [0.0, 0.0, 0.0], [0.0, 0.0, 0.0], [0.0, 0.0, 0.0], [0.0, 0.0, -0.1], [0.2, -0.1, -0.2], [0.0, 0.0, 0.0], [0.0, -0.1, 0.0], [0.0, 0.2, 0.1], [0.0, -0.2, -0.2], [0.0, 0.1, 0.0], [0.0, -0.2, 0.0], [0.0, 0.3, 0.2], [0.1, -0.1, -0.1], [0.0, 0.0, 0.1], [0.1, -0.1, 0.0], [0.0, -0.1, -0.2], [0.1, 0.3, 0.1], [0.1, 0.8, -0.2], [0.0, -0.1, 0.1], [0.0, 0.0, 0.0], [0.0, 0.0, 0.0], [0.0, 0.0, 0.0], [0.0, 0.0, 0.0], [0.0, 0.0, 0.1], [0.0, 0.0, 0.0], [0.0, 0.0, 0.0], [0.2, 0.0, 0.1], [-0.3, 0.2, 0.0], [0.2, -0.1, 1.1], [-0.6, 0.2, -0.4], [0.2, -0.1, -0.2], [-0.2, 0.1, 0.2], [0.0, 0.0, -0.1], [0.0, 0.0, 0.0], [0.0, 0.0, 0.0], [0.0, 0.0, 0.0], [0.1, 0.0, 0.0], [0.0, 0.0, 0.0], [0.0, 0.0, 0.0], [0.0, 0.0, 0.0], [0.0, 0.0, 0.0], [0.0, 0.0, 0.0], [-0.1, -0.2, 0.1], [-0.1, 0.0, -0.1], [0.1, -0.1, -0.2], [0.0, 0.2, 0.1], [0.4, 0.1, 0.3], [-0.5, -0.5, -0.1], [0.0, -0.2, 0.0], [0.0, 0.0, 0.0], [0.0, 0.0, 0.1], [0.0, 0.0, 0.0], [0.0, 0.0, 0.0], [0.0, 0.0, 0.0], [0.0, 0.0, 0.0], [0.0, 0.0, 0.0], [0.0, 0.0, 0.1], [0.0, 0.0, 0.0], [0.0, 0.0, 0.1], [-0.2, 0.1, 0.2], [0.0, 0.0, 0.0], [0.0, 0.0, 0.0], [-0.1, 0.1, 0.0]],
  "mulliken_charge": [0.21, -1.44, 0.67, -0.86, -0.61, -0.18, 0.40, 0.32, -0.65, -0.10, -0.03, -0.53, -1.25, -0.20, 0.69, -0.86, 0.94, -0.70, 0.39, 0.31, 0.32, 0.33, 0.48, -0.26, 0.29, 0.43, 0.47, 0.48, 1.27, -0.29, 0.42, -0.44, 0.01, 0.42, -1.15, -0.38, 1.79, -0.43, -1.06, 0.32, -0.33, -1.32, 0.65, -0.65, 0.44, 0.32, 0.28, 0.45, 0.42, 0.54, 0.45, -0.33, 0.39, -0.51, -1.03, 0.65, 0.55, -0.26, -0.64, -0.43, -0.57, -0.42, 0.44, 0.40, 0.39, 0.41, 0.48, -0.26, 0.57, -1.03, -1.18, -0.94, 0.33, -0.97, 0.47, -0.55, 0.42, 0.35, 0.36, 0.17, 0.41, 0.35, 0.34, 0.68, 0.17, 0.37, 0.43, 0.17],
  "homo_energy_ev": [-10.520, -10.521],
  "e_lumo_ev": [-3.38, -3.51],
  "homo_lumo_gap_ev": [7.140, 7.008],
  "total_charge": 1,
  "s2": 0.7556,
  "multiplicity": 2
}